(1)
{"formula": "C2H2F3P", "method": "wB97M-V/def2-TZVPD", "elements": ["C", "C", "F", "F", "F", "P", "H", "H"], "xyz": [[-0.59, 0.98, -0.51], [-1.16, 0.17, 0.36], [-1.14, 1.07, -1.71], [-2.00, -0.80, 0.24], [-0.66, 0.04, 1.63], [2.19, -1.12, 0.00], [0.18, 1.72, -0.35], [3.17, -2.05, 0.33]], "mulliken_charge": [-0.11, 0.35, -0.23, -0.21, -0.21, 0.00, 0.38, 0.03], "charge": 0, "relative_energy_kj_mol": 330.1, "gap_ev": [7.419, 7.378], "total_energy_ev": -19543.0309}

(2)
{"formula": "C2H2FFeO2", "method": "wB97M-V/def2-TZVPD", "elements": ["F", "C", "C", "H", "O", "O", "H", "Fe"], "xyz": [[1.61, -0.81, -1.15], [0.53, -0.47, -0.46], [-0.71, -0.87, -0.56], [-0.93, -1.63, -1.31], [0.94, 0.80, 0.17], [-0.01, 1.26, 1.09], [0.38, 1.07, 1.96], [-1.80, 0.64, 0.26]], "mulliken_charge": [-0.04, 0.72, -0.27, 0.57, -0.02, -0.26, 0.42, 0.89], "charge": 2, "spin_multiplicity": 6, "relative_energy_kj_mol": 344.5, "gap_ev": [10.642, 8.738], "s_squared": 8.76, "total_energy_ev": -43278.1063}

(3)
{"formula": "C2H2FHg", "method": "wB97M-V/def2-TZVPD", "elements": ["F", "H", "C", "C", "H", "Hg"], "xyz": [[-1.75, 0.05, -0.13], [-0.32, -1.33, -0.24], [0.43, -0.48, 0.19], [-0.41, 0.53, 0.32], [-0.32, 1.56, -0.01], [2.38, -0.33, -0.13]], "mulliken_charge": [-0.24, 0.47, -0.40, 0.11, 0.34, 0.72], "charge": 1, "gap_ev": 7.666, "total_energy_ev": -8986.5869}

(4)
{"formula": "C2H2FIO3", "method": "wB97M-V/def2-TZVPD", "elements": ["C", "C", "O", "O", "O", "F", "I", "H", "H"], "xyz": [[-0.65, -1.38, -1.18], [0.83, 0.57, 0.90], [-0.46, -2.12, -2.09], [-0.29, -0.13, -0.98], [0.28, 0.56, 2.11], [-1.52, -1.70, -0.26], [1.09, 2.64, 0.30], [0.56, 0.13, -1.30], [0.14, 1.41, 2.50]], "mulliken_charge": [0.65, 0.01, -0.44, -0.38, -0.23, -0.19, -0.10, 0.37, 0.30], "charge": 0, "relative_energy_kj_mol": 251.2, "gap_ev": 9.380, "total_energy_ev": -19064.3035}

(5)
{"formula": "C2H2FLaO2", "method": "wB97M-V/def2-TZVPD", "elements": ["F", "C", "C", "H", "O", "O", "H", "La"], "xyz": [[-1.87, -1.14, -0.61], [-1.22, -0.27, 0.06], [-1.12, 0.95, 0.28], [-1.73, 1.85, 0.20], [0.89, -1.12, -0.56], [1.99, -0.70, 0.28], [1.73, -0.93, 1.19], [1.33, 1.35, -0.83]], "mulliken_charge": [-0.06, 0.71, -0.86, 0.49, -0.45, -0.35, 0.42, 2.10], "charge": 2, "relative_energy_kj_mol": 589.0, "gap_ev": [8.482, 8.481], "total_energy_ev": -9753.5793}

(6)
{"formula": "C2H2FLi", "method": "wB97M-V/def2-TZVPD", "elements": ["C", "C", "H", "F", "H", "Li"], "xyz": [[0.44, -0.25, 0.59], [0.00, -0.72, -0.53], [1.39, 0.24, 0.78], [-0.49, 1.14, 1.17], [-0.68, -1.58, -0.57], [-0.66, 1.16, -1.44]], "mulliken_charge": [0.09, -0.85, 0.24, -0.59, 0.24, 0.87], "charge": 0, "relative_energy_kj_mol": 165.6, "gap_ev": 6.358, "total_energy_ev": -5024.5731}